{
  "formula": "H54O28V",
  "method": "ωB97M-V/def2-TZVPD",
  "lumo_ev": [-5.71, -5.44],
  "multiplicity": 2,
  "gap_ev": [8.3611, 8.6316],
  "total_charge": 2,
  "species": ["O", "V", "O", "H", "H", "O", "H", "H", "O", "H", "H", "O", "H", "H", "O", "H", "H", "O", "H", "H", "O", "H", "H", "O", "H", "H", "O", "H", "H", "O", "H", "H", "O", "H", "H", "O", "H", "H", "O", "H", "H", "O", "H", "H", "O", "H", "H", "O", "H", "H", "O", "H", "H", "O", "H", "H", "O", "H", "H", "O", "H", "H", "O", "H", "H", "O", "H", "H", "O", "H", "H", "O", "H", "H", "O", "H", "H", "O", "H", "H", "O", "H", "H"],
  "xyz": [[0.30372, -0.05576, 0.50429], [-0.40950, -0.09647, -0.92403], [2.95673, 3.81657, 0.90193], [3.21010, 4.71338, 1.12050], [2.31404, 3.91326, 0.19920], [1.39443, -3.94591, 2.23063], [2.27055, -3.71513, 2.53944], [0.83645, -3.23016, 2.53492], [0.23547, 0.87252, -5.21488], [0.99278, 1.41827, -5.42670], [0.56830, -0.02423, -5.25094], [-3.08924, 2.69581, -3.01118], [-2.68958, 2.71754, -3.88069], [-3.20200, 3.61674, -2.77581], [-0.24794, -1.90764, 3.19315], [-0.15742, -1.15101, 3.77242], [-1.15549, -1.87138, 2.89105], [2.93537, -0.46497, -0.26880], [2.96666, -1.21584, 0.32403], [3.76478, -0.00977, -0.12352], [-3.37517, 3.36584, 2.62430], [-3.15858, 2.64531, 2.03255], [-4.30446, 3.53376, 2.46789], [1.48989, 2.92875, 2.92830], [2.06468, 3.27173, 2.24404], [0.69157, 3.45187, 2.85561], [-2.81620, -2.30968, 2.57854], [-2.99958, -3.21026, 2.31105], [-3.59939, -2.03713, 3.05661], [-4.75577, -0.05545, -0.62690], [-4.63833, 0.87474, -0.81969], [-5.14723, -0.07198, 0.24644], [4.03043, -2.22742, 1.78618], [4.93380, -1.91105, 1.79424], [3.81820, -2.37099, 2.70844], [-2.18180, -1.07887, -0.15345], [-2.18122, -1.93929, 0.26595], [-3.09649, -0.79831, -0.12433], [-1.02655, 4.27297, 0.33279], [-0.93064, 4.99337, 0.95573], [-0.34932, 4.43239, -0.32461], [-1.36077, 0.37292, 4.95881], [-0.40477, 0.42035, 4.96655], [-1.63385, 0.91283, 5.70054], [0.58050, -2.01051, -1.22016], [0.11349, -2.67928, -1.72104], [1.50551, -2.23096, -1.32965], [-0.83552, -3.75671, -2.75249], [-0.82251, -3.54678, -3.68630], [-0.65175, -4.69536, -2.71495], [-1.25188, -0.42277, -2.84723], [-0.91398, -0.00640, -3.64012], [-1.94528, -1.00458, -3.15854], [1.52267, 0.80231, 4.45902], [1.57065, 1.57180, 3.89173], [2.30677, 0.29686, 4.24466], [-2.66396, -3.64596, -0.60871], [-3.10451, -4.48982, -0.50838], [-2.17604, -3.72591, -1.42833], [-1.66026, 1.71790, -0.78523], [-1.75534, 2.51469, -0.26340], [-2.18871, 1.87854, -1.56701], [4.89712, 1.84783, 1.12441], [4.15714, 2.42524, 0.93664], [5.65164, 2.29064, 0.73599], [1.17537, 1.24571, -1.77524], [1.40546, 2.12628, -2.07168], [1.98271, 0.74089, -1.87328], [-2.56442, 0.75523, 1.99408], [-1.84341, 0.58703, 2.60076], [-3.35144, 0.52023, 2.48562], [-3.03309, -2.22640, -4.36368], [-3.51976, -3.00267, -4.08657], [-2.80693, -2.39856, -5.27771], [1.02758, -1.87490, -4.57071], [1.31853, -2.78184, -4.47568], [1.63507, -1.37009, -4.03001], [4.21652, 0.35802, 3.72465], [4.34862, 0.82017, 2.89689], [4.80113, 0.79856, 4.34141], [2.99637, -0.20402, -3.44031], [3.50715, -0.97730, -3.20081], [3.50213, 0.21067, -4.13921]]
}